{
  "formula": "C18H62MnO18",
  "method": "ωB97M-V with the def2-TZVPD basis set",
  "elements": ["Mn", "C", "C", "O", "O", "H", "H", "H", "C", "C", "O", "O", "H", "H", "H", "C", "O", "H", "H", "H", "H", "C", "O", "H", "H", "H", "H", "C", "O", "H", "H", "H", "H", "C", "O", "H", "H", "H", "H", "C", "O", "H", "H", "H", "H", "C", "O", "H", "H", "H", "H", "C", "O", "H", "H", "H", "H", "C", "O", "H", "H", "H", "H", "C", "O", "H", "H", "H", "H", "C", "O", "H", "H", "H", "H", "C", "O", "H", "H", "H", "H", "C", "O", "H", "H", "H", "H", "C", "O", "H", "H", "H", "H", "C", "O", "H", "H", "H", "H"],
  "positions_angstrom": [[0.15585, 0.04872, -0.62089], [-2.04772, -1.40324, 2.53798], [-1.37435, -0.97566, 1.28120], [-1.74017, 0.00501, 0.57872], [-0.38861, -1.60285, 0.84213], [-1.36731, -1.92837, 3.20834], [-2.94670, -1.97870, 2.31714], [-2.44543, -0.60431, 3.16379], [2.02563, 3.11021, 1.33843], [1.18889, 2.04252, 0.75863], [0.17812, 2.24405, 0.04430], [1.57023, 0.87497, 0.83808], [1.63491, 4.08512, 1.04688], [3.03820, 3.11642, 0.93498], [1.99267, 3.07556, 2.42738], [-2.71837, 2.59853, 3.08909], [-3.73806, 3.54518, 2.99149], [-2.16459, 2.79294, 4.00758], [-3.04619, 1.56244, 3.17360], [-2.00254, 2.61326, 2.26722], [-4.28162, 3.59703, 3.78108], [-0.62850, 4.34215, -2.83043], [-0.99144, 3.14384, -3.34408], [-0.94961, 5.06871, -3.57682], [-1.08902, 4.56596, -1.86818], [0.44901, 4.44618, -2.70301], [-1.92957, 3.27169, -3.50269], [0.22652, -4.55988, 2.14763], [0.95725, -4.03360, 1.07494], [0.36930, -5.62724, 2.31633], [0.48891, -4.08559, 3.09330], [-0.83253, -4.37843, 1.96432], [0.64635, -3.12563, 1.05182], [0.93654, 0.44028, 4.02081], [0.33627, 0.53592, 5.28390], [1.18003, -0.59963, 3.80309], [0.21256, 0.64955, 3.23330], [1.86879, 1.00484, 4.00380], [-0.15299, -0.28269, 5.39390], [-1.25728, 5.41904, 0.94055], [-2.21559, 5.71382, 2.00297], [-1.23692, 6.19106, 0.17134], [-0.27255, 5.41134, 1.40783], [-1.41632, 4.43044, 0.50988], [-2.74113, 4.97353, 2.31505], [5.49290, -2.08174, -1.21725], [4.52583, -1.14127, -1.75218], [5.86851, -1.78374, -0.23836], [5.01005, -3.04516, -1.05367], [6.28884, -2.15611, -1.95823], [4.94595, -0.41616, -2.22051], [-2.57797, -3.68234, -3.99962], [-1.40952, -3.55961, -3.14105], [-2.25714, -4.10484, -4.95181], [-3.34393, -4.30950, -3.54345], [-2.99472, -2.72073, -4.29915], [-1.16908, -4.44240, -2.85042], [-2.27923, -0.01683, -2.98443], [-1.26817, -0.70612, -2.15189], [-2.30492, 1.05888, -2.81044], [-2.06095, -0.19505, -4.03737], [-3.26794, -0.37670, -2.69974], [-1.47654, -1.63040, -2.30643], [-5.37091, -0.12451, 0.31506], [-4.52138, 0.80989, -0.17673], [-5.44620, -0.16619, 1.40166], [-6.30614, 0.18869, -0.14901], [-5.17257, -1.14542, -0.01129], [-3.66199, 0.63140, 0.21211], [1.53893, -2.46741, -1.93087], [1.82039, -1.18970, -1.33913], [1.80469, -2.60394, -2.97912], [2.18111, -3.20551, -1.45034], [0.52971, -2.78994, -1.67483], [2.75297, -1.01125, -1.48074], [5.66602, 1.93850, -0.21901], [6.35207, 2.24961, 0.94261], [4.85843, 1.22397, -0.05981], [5.22626, 2.89221, -0.51080], [6.28918, 1.65289, -1.06647], [6.45547, 1.43910, 1.44659], [1.78422, 1.43712, -3.36573], [0.66219, 1.19869, -2.52793], [1.55492, 1.11501, -4.38150], [1.98913, 2.50715, -3.39947], [2.66321, 0.91286, -2.99072], [0.01177, 1.78281, -2.92461], [3.17046, -1.99065, 1.90947], [3.76074, -0.65183, 1.84405], [3.95500, -2.68428, 2.21192], [2.40516, -1.96289, 2.68514], [2.86223, -2.27427, 0.90316], [3.15417, -0.02854, 1.43762], [-3.43060, -3.48801, -0.38899], [-4.69884, -4.14327, -0.22869], [-3.11628, -2.75015, 0.34915], [-2.72385, -4.31467, -0.46133], [-3.43465, -2.85798, -1.27845], [-4.76768, -4.55441, 0.63608]],
  "atomic_forces_ev_per_a": [[-0.123, 0.567, 0.380], [-0.530, 0.201, 1.109], [0.145, 1.037, -1.246], [-1.345, 0.635, 0.931], [1.336, -1.538, 0.303], [-0.033, -0.450, -0.401], [0.221, -0.405, -0.077], [0.155, 0.536, -0.437], [-0.275, 1.693, 0.204], [-0.897, 0.752, -1.773], [-0.720, 1.323, 0.042], [1.820, -3.108, 0.928], [-0.243, -0.010, 0.087], [0.092, -0.564, 0.339], [0.378, -0.165, -0.022], [0.993, -0.838, 1.351], [-0.680, 0.565, -1.058], [0.409, -0.063, 0.057], [-0.502, -0.050, -0.196], [-0.382, 0.474, -0.276], [0.239, -0.218, 0.085], [0.845, 2.972, 0.608], [-0.938, -2.422, -0.753], [0.225, 0.777, 0.290], [-0.043, -0.064, 0.095], [0.010, -0.329, -0.071], [-0.159, -0.759, -0.251], [-0.486, -0.048, 0.402], [0.453, -0.779, 0.019], [0.240, -0.045, -0.502], [0.071, 0.219, 0.211], [-0.317, -0.148, 0.205], [-0.093, 0.738, -0.407], [0.002, -0.972, -0.636], [-0.292, 0.002, 0.715], [0.458, -0.178, 0.076], [0.220, 0.829, -0.252], [-0.344, 0.218, -0.246], [-0.124, 0.129, 0.308], [-0.574, -0.419, 1.626], [0.895, 0.998, -1.120], [-0.459, 0.078, 0.084], [0.180, -0.048, -0.096], [-0.071, 0.048, -0.142], [-0.011, -0.526, -0.358], [-0.208, 0.571, -0.371], [-0.246, -0.492, 0.357], [0.055, 0.379, -0.101], [-0.164, 0.113, -0.382], [0.167, -0.339, 0.293], [0.336, -0.121, 0.178], [0.802, -0.450, -0.292], [-0.983, 0.643, -0.466], [-0.072, -0.375, -0.012], [-0.040, 0.125, 0.008], [0.197, 0.241, 0.716], [-0.008, -0.043, 0.063], [0.455, -0.315, 0.717], [-1.349, 0.828, -1.208], [0.481, -0.208, 0.323], [-0.041, -0.078, 0.000], [-0.003, -0.121, -0.134], [0.388, -0.646, 0.202], [-1.925, -0.878, -0.203], [1.863, 1.152, -0.385], [-0.130, 0.291, 0.257], [-0.598, -0.546, 0.556], [0.199, -0.286, -0.216], [0.847, 0.225, -0.056], [0.789, -0.917, 0.943], [-1.035, -0.626, -0.706], [-0.508, 0.794, -0.282], [0.063, -0.138, 0.352], [-0.005, 0.419, -0.331], [0.743, 0.165, 0.166], [-0.997, 0.927, -0.738], [0.765, -0.355, 0.867], [0.009, -0.189, -0.042], [-0.332, -0.050, -0.307], [0.366, -0.394, 0.028], [0.090, -0.002, 0.206], [0.068, -0.029, 0.032], [0.855, -0.227, -0.417], [0.192, -0.173, -0.111], [0.220, 0.091, 0.047], [-0.153, -0.031, 0.022], [-0.974, 0.329, 0.419], [0.927, 1.755, -0.278], [0.776, -1.260, 0.341], [0.065, 0.132, 0.109], [-0.341, -0.426, -0.408], [-0.553, -0.135, 0.310], [-0.806, 0.038, -0.127], [-0.097, -0.621, -0.085], [-0.152, 0.989, -0.152], [-0.343, -0.429, 0.653], [0.668, 0.528, -0.163], [-0.301, -0.572, -0.401], [0.232, 0.095, 0.071]],
  "spin_multiplicity": 6,
  "total_charge": 0,
  "e_homo_ev": [-8.528, -9.261],
  "e_tot_ev": -87843.9765,
  "lumo_energy_ev": [0.22, 0.22]
}



{
  "formula": "C18H62N10O13",
  "method": "ωB97M-V with the def2-TZVPD basis set",
  "elements": ["C", "C", "O", "H", "H", "H", "H", "H", "H", "C", "C", "O", "H", "H", "H", "H", "H", "H", "C", "C", "O", "H", "H", "H", "H", "H", "H", "C", "C", "O", "H", "H", "H", "H", "H", "H", "C", "C", "O", "H", "H", "H", "H", "H", "H", "C", "O", "N", "N", "H", "H", "H", "H", "C", "O", "N", "N", "H", "H", "H", "H", "C", "O", "N", "N", "H", "H", "H", "H", "C", "O", "N", "N", "H", "H", "H", "H", "C", "O", "N", "N", "H", "H", "H", "H", "C", "O", "H", "H", "H", "H", "C", "O", "H", "H", "H", "H", "C", "O", "H", "H", "H", "H"],
  "positions_angstrom": [[0.42474, 3.63803, -2.56362], [-0.41692, 4.91256, -2.45939], [-0.19546, 5.37413, -1.15003], [1.51670, 3.80422, -2.67054], [0.01560, 3.19899, -3.45651], [0.34476, 2.92380, -1.74900], [-1.52613, 4.83974, -2.49202], [-0.19954, 5.78583, -3.11707], [-0.86753, 5.95703, -0.88334], [-3.69300, -3.23603, 3.63633], [-2.63039, -2.31683, 2.89021], [-1.40432, -2.99175, 2.93476], [-3.47166, -3.21834, 4.68569], [-3.87484, -4.28364, 3.20366], [-4.62332, -2.74465, 3.52919], [-2.69915, -1.28257, 3.34842], [-2.89307, -2.23363, 1.83613], [-0.67162, -2.35706, 2.83147], [3.67073, 1.43052, -3.35430], [2.37015, 0.65304, -3.17780], [2.60418, -0.63051, -3.62734], [3.64562, 2.29325, -2.82053], [3.82945, 1.74246, -4.35466], [4.57190, 0.94890, -2.97154], [1.53275, 1.18485, -3.61617], [2.12108, 0.68590, -2.15008], [1.81151, -1.11413, -3.34644], [4.39016, -0.41381, -0.15976], [4.50808, -1.86327, -0.51606], [3.31939, -2.46130, -1.00510], [3.69372, -0.52853, 0.68685], [4.04167, 0.07400, -1.03356], [5.40556, -0.03632, 0.14087], [4.87064, -2.41739, 0.29474], [5.26983, -1.95372, -1.30100], [3.35983, -3.41208, -1.09245], [-3.25305, 1.67271, 2.47112], [-2.56520, 2.81378, 1.69075], [-1.54271, 2.23985, 0.80361], [-3.53135, 0.70501, 1.87276], [-4.22038, 1.80467, 2.92100], [-2.66575, 1.41562, 3.31128], [-2.28422, 3.63377, 2.39408], [-3.34996, 3.37369, 1.11803], [-0.83833, 2.97163, 0.66099], [-2.98033, -2.63658, -1.45475], [-2.39569, -1.78532, -0.54368], [-3.02576, -3.96765, -1.35506], [-3.51350, -2.30639, -2.61669], [-2.60921, -4.35483, -0.49558], [-3.63281, -4.62766, -1.88898], [-3.50951, -1.30518, -2.84541], [-4.19755, -3.01165, -3.17017], [0.55363, -0.21783, 0.27556], [1.15998, 0.94406, 0.13784], [-0.58740, -0.31553, 0.84972], [1.01771, -1.30608, -0.18417], [-1.00489, 0.62776, 1.13235], [-1.21724, -1.03644, 0.42932], [1.95232, -1.38405, -0.64744], [0.49696, -2.18845, -0.22566], [1.24434, 4.00495, 1.72953], [1.59504, 3.22997, 2.81773], [1.41530, 5.29042, 1.77169], [0.97757, 3.56874, 0.52004], [1.83789, 5.59921, 2.69426], [0.79372, 5.99320, 1.38405], [0.90764, 2.46656, 0.37212], [0.66030, 4.04238, -0.34831], [1.40529, -1.90573, 3.35874], [1.84679, -2.26391, 4.66895], [1.90861, -2.42541, 2.32582], [0.36662, -1.13116, 3.16178], [2.78260, -2.98296, 2.33340], [1.62945, -1.98018, 1.36803], [-0.03294, -0.65367, 4.00799], [0.00317, -0.73781, 2.25650], [-3.09918, 0.88085, -2.33472], [-2.16452, 1.41204, -3.06804], [-4.15970, 0.33871, -2.83276], [-3.06072, 0.83946, -1.02666], [-4.18433, 0.54048, -3.85100], [-5.01067, 0.10379, -2.39115], [-2.21699, 1.27452, -0.66208], [-3.43878, 0.10132, -0.51480], [3.09496, 0.95046, 4.58639], [2.87556, 0.67560, 3.21510], [3.86289, 0.33168, 5.00967], [2.15066, 0.66209, 5.05931], [3.33846, 1.96562, 4.76378], [2.06704, 1.05528, 2.79549], [-0.52696, -1.30966, -3.26293], [0.18382, -1.33445, -4.47045], [-0.04223, -0.75876, -2.47974], [-0.61892, -2.29724, -2.84266], [-1.56384, -1.03990, -3.43856], [0.15344, -0.44809, -4.91854], [0.57628, -4.35759, -0.57022], [-0.26872, -3.60675, 0.29844], [0.42781, -4.13372, -1.54724], [0.44856, -5.45946, -0.42962], [1.65881, -4.14217, -0.27689], [-0.23097, -4.06934, 1.17670]],
  "atomic_forces_ev_per_a": [[-0.058, 0.673, -1.386], [-0.646, 0.890, 0.687], [1.545, 0.026, 1.035], [-0.697, 0.341, -0.152], [0.335, -0.863, -0.445], [-0.678, 0.056, -0.050], [0.596, -1.069, -0.727], [0.460, -1.101, -0.303], [-1.296, 1.203, 0.471], [0.869, 0.024, -1.653], [-1.477, -1.341, 0.395], [-0.028, -0.485, 0.153], [0.269, -0.527, 0.510], [0.880, 1.470, 0.673], [-1.280, 0.612, -0.083], [0.592, -1.017, -0.208], [-0.440, 0.321, -0.135], [-0.304, -0.045, 0.400], [-0.196, -1.637, -0.542], [1.746, 1.365, 0.124], [-0.578, -1.084, 0.087], [-0.394, 2.834, 1.763], [0.256, -0.070, -1.219], [-0.257, -0.591, -0.230], [-0.281, 0.037, -0.893], [-0.203, -0.254, 1.526], [0.573, -0.363, -0.698], [0.135, -1.564, 1.313], [2.036, -0.459, -2.173], [-0.920, 0.726, 0.020], [0.128, 1.644, -0.101], [-0.635, 0.996, -0.350], [-1.177, -0.307, -0.108], [0.490, -0.870, 1.501], [0.019, -0.173, -0.091], [0.525, -0.097, 0.014], [-0.461, -1.664, -1.530], [-1.909, 0.128, -0.450], [0.050, 3.038, 1.413], [1.216, 1.703, 0.596], [-0.571, 1.281, -0.010], [1.019, -0.704, 0.731], [0.941, -0.997, -0.349], [0.615, -0.772, -0.287], [-0.982, -1.565, 0.341], [2.020, 1.834, 2.807], [-3.146, -4.258, -4.678], [0.686, -2.731, 2.801], [-2.504, 0.242, -2.524], [-0.412, 0.294, -0.694], [0.954, 1.427, 0.590], [-0.535, -0.844, -0.217], [2.548, 2.532, 1.892], [2.864, 6.893, -1.863], [-1.047, -3.586, 0.489], [-5.396, 1.212, 1.648], [3.638, -3.734, -3.019], [0.536, -1.531, -0.782], [0.320, 0.620, 0.720], [-1.145, 0.423, 0.445], [-0.264, 0.882, 0.572], [2.415, -5.033, 4.113], [-2.091, 3.286, -5.145], [1.272, 5.251, 3.624], [-1.951, -4.935, -2.371], [-0.974, -0.537, -1.601], [0.258, -0.658, -0.387], [0.650, 2.016, 0.809], [0.838, 0.752, 1.911], [2.286, -1.404, 10.404], [-2.280, 1.941, -6.472], [2.654, -1.769, -6.479], [-2.532, 3.201, 1.938], [-1.172, 0.843, 0.514], [0.987, -1.298, 2.280], [0.938, -0.952, -1.130], [0.791, -0.590, 0.922], [5.108, 3.193, -0.704], [-3.106, -1.472, 1.943], [-2.353, -0.723, -5.584], [1.855, 2.307, 1.022], [-0.488, -0.419, 1.012], [-0.567, 0.159, 0.775], [-0.331, -0.216, 0.368], [-0.595, -1.301, 0.697], [-2.201, -0.697, -0.644], [0.608, -0.620, -1.337], [0.442, -0.558, -0.287], [0.256, 0.317, 0.759], [0.105, 1.228, 0.144], [1.019, 0.400, 1.202], [-0.963, -0.315, -0.148], [0.007, 0.652, -1.119], [0.015, 0.953, 0.284], [0.370, -0.876, -0.257], [0.204, 0.655, 0.232], [-0.017, -1.230, 0.911], [2.105, -1.743, 3.869], [-0.288, -1.762, 0.549], [-0.655, 0.973, -2.916], [-0.080, 0.775, -0.151], [-1.203, -0.296, -0.550], [-0.279, 1.079, -0.767]],
  "spin_multiplicity": 1,
  "total_charge": 0,
  "e_homo_ev": -7.867,
  "e_tot_ev": -61184.9801,
  "lumo_energy_ev": -0.27
}